1.
A molecular structure, C28H55MoO2Si4, computed with ωB97M-V/def2-TZVPD.

Results
Total charge   +1
2S+1   3
Kohn-Sham gap (spin up / spin down)   7.339 / 6.050 eV
LUMO (spin up / spin down)   -2.941 / -3.700 eV
⟨S²⟩   2.18

Geometry (Å):
O -1.04 7.69 -1.85
C 0.14 8.46 -2.27
C -0.51 9.82 -2.04
H 0.39 8.26 -3.33
H 1.00 8.26 -1.60
C -1.73 8.94 -1.62
H -0.66 10.40 -2.96
H -0.06 10.39 -1.23
C -2.93 9.12 -2.54
H -2.65 9.03 -3.60
H -3.38 10.11 -2.39
H -3.69 8.36 -2.30
C -2.12 9.11 -0.16
H -1.25 9.01 0.49
H -2.87 8.35 0.10
H -2.57 10.10 0.00
Mo 0.03 -0.60 0.13
C 0.43 -0.85 2.26
C 1.65 -0.94 1.45
C 2.04 0.39 1.09
H 2.23 -1.83 1.26
C 1.13 1.30 1.67
C 0.09 0.55 2.31
H -0.70 0.98 2.92
H -0.10 -1.69 2.67
H 2.99 0.60 0.56
H 1.30 2.37 1.76
C -1.63 -1.83 -0.24
C -2.16 -0.83 0.64
C -2.33 0.37 -0.10
H -2.44 -1.02 1.68
C -1.89 0.15 -1.44
C -1.39 -1.19 -1.53
H -1.03 -1.71 -2.42
H -1.46 -2.87 0.01
H -2.85 1.26 0.26
H -2.02 0.82 -2.28
O 0.09 2.14 -0.95
C -0.70 3.21 -0.39
C 0.07 4.50 -0.62
H -0.90 2.99 0.66
H -1.67 3.20 -0.90
C 0.91 4.15 -1.85
H 0.74 4.64 0.24
H -0.57 5.38 -0.75
C 1.23 2.68 -1.62
H 1.79 4.78 -2.01
H 0.26 4.20 -2.74
H 2.12 2.56 -0.99
H 1.38 2.09 -2.52
C -0.91 -4.60 -3.03
Si 0.90 -4.26 -2.59
C 1.83 -5.91 -2.56
C 1.78 -3.07 -3.76
Si 1.16 -3.67 -0.37
Si -0.20 -5.00 0.98
C 0.05 -6.79 0.46
C 0.21 -4.77 2.80
C -2.09 -4.86 0.88
Si 3.31 -4.06 0.40
C 3.38 -5.92 0.68
C 4.63 -3.47 -0.80
C 3.71 -3.38 2.13
H -0.89 -5.08 -4.02
H -1.51 -3.69 -3.11
H -1.39 -5.28 -2.33
H 1.73 -6.30 -3.58
H 2.90 -5.77 -2.34
H 1.41 -6.62 -1.86
H 1.28 -2.10 -3.82
H 2.82 -2.91 -3.47
H 1.77 -3.53 -4.76
H 1.08 -7.14 0.51
H -0.56 -7.32 1.20
H -0.35 -6.98 -0.54
H -0.04 -3.76 3.17
H -0.44 -5.49 3.30
H 1.25 -4.99 3.06
H -2.48 -3.94 1.31
H -2.48 -4.96 -0.15
H -2.45 -5.70 1.47
H 3.18 -6.50 -0.22
H 4.42 -6.07 1.00
H 2.71 -6.24 1.49
H 4.65 -2.38 -0.89
H 5.58 -3.80 -0.36
H 4.54 -3.90 -1.80
H 3.90 -2.30 2.11
H 2.92 -3.58 2.86
H 4.62 -3.89 2.42

2.
2 unconnected molecules or ions with the total composition C3H6O2, computed with ωB97M-V/def2-TZVPD.

Results
Relative energy (zero: lowest compared OMol25 entry of this formula, charge and spin)   112.6 kJ/mol
Kohn-Sham gap   11.618 eV
LUMO   1.083 eV

Geometry (Å):
O -1.23 1.31 -1.02
C -0.26 1.22 -1.73
O 0.82 0.46 -1.47
H -0.12 1.74 -2.70
H 0.65 0.01 -0.60
C 0.31 -0.28 1.57
C -0.26 -1.30 0.94
H -0.14 0.72 1.56
H 1.25 -0.40 2.12
H -1.20 -1.18 0.38
H 0.19 -2.30 0.95

3.
A molecular structure, C49H47BrFN9OPSiTi, computed with ωB97M-V/def2-TZVPD.

Results
2S+1   2
Relative energy (zero: lowest compared OMol25 entry of this formula, charge and spin)   158.0 kJ/mol
Kohn-Sham gap (spin up / spin down)   6.702 / 6.941 eV
LUMO (spin up / spin down)   0.166 / 0.162 eV
⟨S²⟩   0.76

Geometry (Å):
Ti -0.65 -0.11 -0.06
N 0.31 2.58 2.41
C -1.02 2.35 2.10
C -1.90 3.31 2.60
C -3.26 3.15 2.46
C -3.70 1.99 1.85
C -2.77 1.09 1.39
N -1.43 1.25 1.45
C 1.50 1.95 2.12
C 2.61 2.36 2.88
C 3.84 1.80 2.62
C 3.93 0.88 1.58
C 2.79 0.55 0.89
N 1.56 1.04 1.16
H 0.43 3.37 3.02
H -1.50 4.17 3.13
H -3.95 3.89 2.83
H -4.75 1.77 1.74
H -3.13 0.15 0.99
H 2.49 3.10 3.65
H 4.71 2.07 3.20
H 4.88 0.43 1.31
H 2.85 -0.15 0.06
O -2.68 1.38 -1.06
C -1.49 1.27 -1.35
C -1.08 1.95 -2.63
C -2.06 2.14 -3.60
C -1.76 2.76 -4.80
C -0.47 3.22 -5.04
C 0.51 3.04 -4.09
C 0.22 2.41 -2.88
P 1.43 2.14 -1.54
C 2.99 2.20 -2.51
C 3.33 0.98 -3.10
C 4.48 0.84 -3.85
C 5.33 1.93 -4.02
C 5.00 3.15 -3.45
C 3.83 3.29 -2.71
C 1.37 3.77 -0.70
C 0.15 4.44 -0.57
C 0.04 5.57 0.22
C 1.15 6.06 0.90
C 2.37 5.40 0.78
C 2.47 4.26 0.00
H -3.06 1.80 -3.38
H -2.53 2.90 -5.55
H -0.24 3.72 -5.97
H 1.51 3.41 -4.27
H 2.66 0.13 -2.99
H 4.73 -0.11 -4.31
H 6.24 1.83 -4.60
H 5.64 4.01 -3.60
H 3.58 4.26 -2.30
H -0.73 4.06 -1.09
H -0.92 6.07 0.31
H 1.06 6.94 1.52
H 3.24 5.77 1.31
H 3.42 3.73 -0.04
C -4.56 -0.99 -0.66
Si -3.22 -1.76 -1.75
C -3.77 -1.30 -3.52
C -3.54 -3.62 -1.49
N -1.53 -1.33 -1.56
C -0.62 -2.03 -2.29
C -0.87 -3.02 -3.29
C 0.16 -3.69 -3.92
C 1.50 -3.42 -3.64
C 1.79 -2.45 -2.70
C 0.75 -1.82 -2.08
F 1.02 -0.84 -1.11
H -5.50 -1.37 -1.06
H -4.59 0.10 -0.71
H -4.49 -1.31 0.38
H -4.59 -1.96 -3.81
H -2.98 -1.39 -4.26
H -4.14 -0.27 -3.55
H -4.33 -3.95 -2.17
H -3.88 -3.80 -0.47
H -2.66 -4.25 -1.66
H -1.89 -3.26 -3.54
H -0.09 -4.45 -4.65
H 2.29 -3.96 -4.15
H 2.82 -2.21 -2.44
Br -1.70 -1.93 1.42
C 0.89 -0.90 3.74
C 1.63 -1.73 2.75
N 1.37 -1.82 1.47
C 2.25 -2.75 0.97
C 3.05 -3.23 1.96
N 2.63 -2.59 3.11
C 3.28 -2.71 4.40
N 4.62 -2.16 4.41
N 4.80 -0.85 4.65
N 6.03 -0.55 4.45
C 6.70 -1.67 4.05
C 8.04 -1.87 3.72
C 8.42 -3.15 3.36
C 7.50 -4.21 3.34
C 6.17 -4.03 3.67
C 5.79 -2.74 4.02
H 0.42 -1.53 4.50
H 1.56 -0.18 4.23
H 0.10 -0.36 3.22
H 2.24 -3.04 -0.07
H 3.84 -3.96 1.95
H 3.34 -3.76 4.68
H 2.70 -2.17 5.14
H 8.75 -1.05 3.74
H 9.45 -3.35 3.08
H 7.84 -5.20 3.06
H 5.48 -4.86 3.66

For each record above, in turn, the calculated total energy values are -2476.23813; -268.36234; -6617.78285 Eh.